2 unconnected molecules or ions with the total composition C8H12N2O in a non-equilibrium geometry. Source: the Open Molecules 2025 dataset; level of theory: ωB97M-V with the def2-TZVPD basis set.

Geometry as XYZ:
```
23
Properties=species:S:1:pos:R:3:forces:R:3
C -0.7910 -0.8069 1.3837 -2.2 -0.3 -0.2
N 0.0337 -1.6484 2.2504 1.9 3.3 -0.8
C 1.4444 -1.2737 2.4246 -2.9 -1.6 -0.2
C 2.2169 -2.4328 2.9138 2.3 -1.5 3.0
O 1.8874 -0.1900 2.1722 -0.2 0.5 -0.2
H -0.3394 0.1440 1.1041 0.4 -0.7 0.5
H -1.1169 -1.3768 0.4158 0.7 1.0 1.8
H -1.7523 -0.4277 1.8624 0.9 -0.9 -0.2
H -0.3345 -2.5548 2.3621 0.3 -1.1 0.3
H 1.6925 -3.3853 2.5920 1.3 1.0 0.2
H 2.2096 -2.4914 4.1414 -0.2 0.4 -3.0
H 3.3802 -2.3212 2.6728 -2.8 -0.5 0.2
C -1.3625 0.0380 -1.7835 0.6 0.7 0.7
C -1.9795 0.7098 -2.8360 1.9 1.9 0.2
C -1.3593 1.9247 -3.2136 0.3 0.8 2.5
N -0.4008 2.5248 -2.4332 0.9 -0.8 0.3
C 0.2158 1.8691 -1.4127 -3.7 -3.0 -1.2
C -0.2684 0.5370 -1.0368 2.6 1.5 -2.1
H -1.8503 -0.8488 -1.4994 -0.2 -1.3 0.4
H -2.8898 0.3684 -3.2779 -0.2 -0.3 -0.4
H -1.7053 2.6633 -3.9309 -0.3 -0.7 -0.4
H 0.9641 2.2630 -0.7693 0.6 1.0 -0.1
H 0.5151 -0.0378 -0.4094 -2.1 0.8 -1.2
```
Forces are in eV/Å.

Output
DFT total energy   -496.70753 Eh
Frontier orbital gap   9.9 eV
SMILES   CNC(C)=O.c1ccncc1
Max |F|   4.9 eV/A
Total charge   0
HOMO energy   -9.22 eV
LUMO level   0.7 eV
ΔE to the lowest compared entry with this formula, charge and spin   223.3 kJ/mol

Which charges does natural (NBO) predict for the atoms? In e, they are: -0.427, -0.669, 0.681, -0.728, -0.586, 0.240, 0.178, 0.195, 0.389, 0.227, 0.247, 0.257, -0.196, -0.254, 0.028, -0.430, 0.039, -0.271, 0.204, 0.223, 0.205, 0.201, 0.247



A molecular structure, C40H70N4O8S2W in a non-equilibrium geometry. Source: the Open Molecules 2025 dataset; level of theory: ωB97M-V with the def2-TZVPD basis set.

Geometry as XYZ:
```
125
Properties=species:S:1:pos:R:3:forces:R:3
W 0.5812 -0.0490 -1.0821 1.2 -1.0 -2.1
C 0.8759 -3.6096 -1.9517 0.0 0.2 -0.3
N 0.6909 -2.7347 -0.7722 0.1 -0.3 0.4
C 1.8005 -3.0805 0.1470 0.2 0.1 0.2
C -0.5803 -3.1771 -0.1494 -0.3 0.3 0.1
C -0.8598 -2.4570 1.1633 0.3 -0.4 -0.4
N -0.6527 -0.9898 1.0638 -0.2 0.2 0.0
C -0.1444 -0.5665 2.3918 0.5 0.1 0.2
C 0.2702 0.8781 2.5481 -0.1 -0.3 -0.5
C 0.5452 1.3005 3.8476 0.0 0.0 -0.2
C 0.9333 2.6033 4.1150 0.0 -0.1 -0.1
C 0.8217 3.5067 3.0594 -0.1 -0.2 -0.2
C 0.5125 3.1422 1.7581 0.1 0.1 -0.5
C 0.4048 1.7590 1.4720 -0.1 0.1 1.4
O 0.4475 1.2040 0.2037 0.0 0.5 0.7
C 0.2190 4.2076 0.7107 0.1 0.1 -0.2
C 0.1449 5.6191 1.3019 0.0 -0.3 0.0
C -1.1543 3.8936 0.0970 0.1 -0.1 0.1
C 1.3080 4.1884 -0.3637 -0.1 -0.2 0.1
C 1.4581 3.0734 5.4597 0.1 0.0 0.2
C 1.4679 1.9558 6.5043 0.0 0.1 -0.2
C 0.6060 4.2308 5.9966 0.0 -0.1 -0.1
C 2.9026 3.5561 5.2520 -0.2 -0.1 0.0
C -1.9897 -0.3220 0.8775 -0.2 0.2 -0.2
C -2.8563 -0.9818 -0.1608 0.4 0.1 -0.1
C -4.0725 -1.5490 0.1767 0.3 0.2 -0.2
C -4.8588 -2.1668 -0.7912 0.0 0.0 -0.1
C -4.4193 -2.0914 -2.1050 0.0 0.1 0.3
C -3.2171 -1.5101 -2.5012 0.7 0.2 -0.3
C -2.3782 -1.0161 -1.4820 -1.4 -0.2 0.8
O -1.0670 -0.6115 -1.6164 -0.4 0.0 0.0
C -2.8722 -1.4527 -3.9893 0.2 0.0 -0.2
C -1.7552 -2.4599 -4.2848 -0.2 0.2 0.0
C -2.3978 -0.0411 -4.3432 0.1 -0.2 0.2
C -4.0580 -1.7939 -4.9000 0.2 0.0 0.2
C -6.1123 -2.9223 -0.3899 -0.1 -0.1 0.1
C -5.6790 -4.0622 0.5433 -0.1 0.1 -0.1
C -7.0777 -1.9847 0.3448 0.1 -0.1 -0.1
C -6.8489 -3.5338 -1.5836 0.2 0.1 0.2
H 1.0874 -4.6352 -1.6295 0.0 0.1 0.1
H 1.7083 -3.2637 -2.5570 0.1 0.1 0.0
H -0.0223 -3.6380 -2.5616 0.0 0.1 0.0
H 1.6628 -4.0907 0.5531 -0.1 0.1 -0.1
H 1.8707 -2.3627 0.9597 0.0 -0.1 -0.1
H 2.7378 -3.0681 -0.4047 0.0 0.1 0.0
H -0.5322 -4.2558 0.0629 0.1 0.2 -0.1
H -1.3965 -3.0181 -0.8573 0.2 -0.1 0.0
H -0.1899 -2.8578 1.9254 0.0 0.1 0.0
H -1.8837 -2.6840 1.4798 0.1 0.1 0.0
H 0.7030 -1.2039 2.6547 -0.2 0.1 -0.1
H -0.9296 -0.7595 3.1418 0.1 0.0 -0.2
H 0.4540 0.5737 4.6392 0.0 -0.1 0.2
H 0.9772 4.5500 3.2664 0.0 0.2 0.0
H -0.5769 5.6700 2.1134 -0.1 0.1 0.1
H -0.1785 6.3049 0.5244 0.0 0.1 -0.1
H 1.1125 5.9630 1.6587 0.1 0.1 0.1
H -1.9368 4.0163 0.8434 -0.1 0.0 0.1
H -1.1995 2.8783 -0.2989 -0.1 0.1 0.1
H -1.3539 4.5698 -0.7294 -0.1 0.1 -0.1
H 2.2461 4.5607 0.0447 0.1 0.0 0.0
H 1.0303 4.8159 -1.2061 0.0 0.1 -0.1
H 1.4668 3.1771 -0.7316 0.1 0.3 0.2
H 0.4607 1.6009 6.7042 -0.1 -0.1 0.1
H 1.8748 2.3380 7.4366 0.0 0.0 0.1
H 2.0904 1.1196 6.1920 0.0 -0.1 0.0
H -0.4341 3.9273 6.0878 -0.1 0.0 0.0
H 0.6573 5.1055 5.3544 0.0 0.1 -0.1
H 0.9656 4.5202 6.9809 0.0 0.0 0.1
H 3.5304 2.7444 4.8870 0.1 -0.1 0.0
H 3.3108 3.9031 6.1971 0.1 0.0 0.1
H 2.9495 4.3762 4.5406 0.0 0.1 -0.1
H -1.8273 0.7288 0.5878 0.0 -0.3 0.3
H -2.5258 -0.3326 1.8369 0.2 0.0 -0.2
H -4.3988 -1.5145 1.2050 0.0 0.0 0.2
H -5.0433 -2.5179 -2.8675 -0.1 0.0 -0.1
H -0.8877 -2.2389 -3.6638 0.0 -0.1 0.0
H -1.4643 -2.4016 -5.3308 0.1 0.0 -0.1
H -2.0938 -3.4739 -4.0792 0.1 -0.1 0.1
H -1.4814 0.2049 -3.8088 -0.1 0.0 -0.2
H -3.1536 0.6906 -4.0714 -0.1 0.2 0.0
H -2.2115 0.0414 -5.4107 0.1 0.0 -0.1
H -4.3533 -2.8362 -4.8054 -0.1 -0.1 0.0
H -3.7617 -1.6327 -5.9338 0.0 0.0 -0.1
H -4.9115 -1.1530 -4.6974 -0.1 0.0 0.0
H -5.2014 -3.6809 1.4408 0.1 0.0 0.2
H -4.9807 -4.7237 0.0354 0.1 -0.1 0.0
H -6.5451 -4.6426 0.8430 -0.1 -0.1 0.1
H -6.6513 -1.6106 1.2706 0.0 0.1 0.2
H -7.9902 -2.5210 0.5876 -0.1 0.0 0.1
H -7.3363 -1.1376 -0.2848 -0.1 0.1 -0.1
H -6.2242 -4.2420 -2.1220 0.1 -0.1 -0.1
H -7.1990 -2.7671 -2.2686 -0.1 0.1 -0.2
H -7.7196 -4.0729 -1.2222 -0.1 -0.1 0.0
O 1.0970 -0.6908 -2.8767 0.2 -0.4 0.0
H 1.7302 0.3346 -3.9588 0.0 0.1 0.1
H 0.5398 -1.1911 -3.4918 -0.4 0.1 0.5
O 2.6325 -0.6246 1.9100 0.0 -0.1 0.4
H 2.5416 0.0704 2.5702 0.2 0.1 0.2
H 3.5740 -0.7620 1.7812 0.2 0.1 0.0
O 2.1625 3.4383 -3.1999 -0.1 0.0 -0.1
S 1.5960 2.1615 -2.9957 0.4 -0.1 -0.9
O 1.9396 1.2693 -4.2349 0.0 0.6 0.1
O 2.1263 1.3829 -1.8350 -0.1 -0.2 0.3
S -0.3406 2.0345 -2.6259 0.2 -0.6 0.5
C 3.8311 1.6594 0.5242 -0.5 0.1 0.0
N 4.5712 0.6148 -0.1544 -0.2 -0.1 0.0
C 5.9948 0.9027 -0.2931 0.4 -0.3 0.0
C 6.7460 -0.3642 -0.6633 -0.1 0.1 -0.2
C 6.1318 -0.9065 -1.9407 0.5 0.1 0.2
N 4.6841 -0.9957 -1.8117 -0.3 0.1 0.1
C 4.0525 -1.7912 -2.8409 -0.5 -0.1 -0.1
C 3.9537 -0.3077 -0.9189 0.0 0.0 0.1
O 2.7139 -0.6148 -0.7403 -1.1 0.0 0.0
H 4.1704 1.7529 1.5575 0.0 0.0 0.0
H 2.7656 1.4304 0.4977 0.4 0.2 0.2
H 3.9978 2.6094 0.0098 0.0 0.0 0.0
H 6.3458 1.2870 0.6671 -0.1 0.0 -0.1
H 6.1558 1.6783 -1.0504 -0.1 0.0 0.1
H 6.6659 -1.1029 0.1369 0.0 0.0 0.0
H 7.8036 -0.1515 -0.8165 0.0 0.0 0.0
H 6.5045 -1.9136 -2.1500 -0.1 0.1 0.0
H 6.3852 -0.2704 -2.7968 0.0 -0.1 0.1
H 4.1864 -2.8602 -2.6580 0.0 0.0 0.0
H 4.5094 -1.5416 -3.7994 0.0 0.0 0.0
H 2.9919 -1.5367 -2.8816 0.3 -0.2 0.0
```
Forces are in eV/Å.

Output
DFT total energy   -3250.15117 Eh
Frontier orbital gap   6.3 eV
Max |F|   2.6 eV/A
Total charge   +2
HOMO energy   -13.56 eV
LUMO level   -7.3 eV
ΔE to the lowest compared entry with this formula, charge and spin   87.9 kJ/mol

These are the Löwdin partial charges, in e, on atoms 1 to 99: 2.007, -0.055, -0.258, -0.071, -0.158, -0.125, -0.141, -0.123, -0.135, 0.030, -0.133, 0.048, -0.063, -0.191, -0.318, -0.514, -0.041, -0.047, -0.045, -0.553, -0.053, -0.028, -0.030, -0.087, -0.145, 0.033, -0.133, 0.058, -0.064, -0.200, -0.322, -0.523, -0.021, -0.049, -0.042, -0.554, -0.033, -0.030, -0.050, 0.115, 0.076, 0.074, 0.115, 0.055, 0.090, 0.146, 0.115, 0.126, 0.143, 0.113, 0.152, 0.125, 0.105, 0.096, 0.099, 0.091, 0.102, 0.010, 0.095, 0.102, 0.097, 0.012, 0.091, 0.094, 0.086, 0.096, 0.081, 0.095, 0.086, 0.095, 0.083, 0.126, 0.146, 0.126, 0.093, 0.033, 0.104, 0.104, -0.017, 0.104, 0.101, 0.090, 0.096, 0.101, 0.077, 0.091, 0.094, 0.079, 0.094, 0.095, 0.090, 0.093, 0.094, -0.409, 0.040, 0.051, -0.051, 0.055, 0.069



Please write out number 1 again, unchanged.
2 unconnected molecules or ions with the total composition C8H12N2O in a non-equilibrium geometry. Source: the Open Molecules 2025 dataset; level of theory: ωB97M-V with the def2-TZVPD basis set.

Geometry as XYZ:
```
23
Properties=species:S:1:pos:R:3:forces:R:3
C -0.7910 -0.8069 1.3837 -2.2 -0.3 -0.2
N 0.0337 -1.6484 2.2504 1.9 3.3 -0.8
C 1.4444 -1.2737 2.4246 -2.9 -1.6 -0.2
C 2.2169 -2.4328 2.9138 2.3 -1.5 3.0
O 1.8874 -0.1900 2.1722 -0.2 0.5 -0.2
H -0.3394 0.1440 1.1041 0.4 -0.7 0.5
H -1.1169 -1.3768 0.4158 0.7 1.0 1.8
H -1.7523 -0.4277 1.8624 0.9 -0.9 -0.2
H -0.3345 -2.5548 2.3621 0.3 -1.1 0.3
H 1.6925 -3.3853 2.5920 1.3 1.0 0.2
H 2.2096 -2.4914 4.1414 -0.2 0.4 -3.0
H 3.3802 -2.3212 2.6728 -2.8 -0.5 0.2
C -1.3625 0.0380 -1.7835 0.6 0.7 0.7
C -1.9795 0.7098 -2.8360 1.9 1.9 0.2
C -1.3593 1.9247 -3.2136 0.3 0.8 2.5
N -0.4008 2.5248 -2.4332 0.9 -0.8 0.3
C 0.2158 1.8691 -1.4127 -3.7 -3.0 -1.2
C -0.2684 0.5370 -1.0368 2.6 1.5 -2.1
H -1.8503 -0.8488 -1.4994 -0.2 -1.3 0.4
H -2.8898 0.3684 -3.2779 -0.2 -0.3 -0.4
H -1.7053 2.6633 -3.9309 -0.3 -0.7 -0.4
H 0.9641 2.2630 -0.7693 0.6 1.0 -0.1
H 0.5151 -0.0378 -0.4094 -2.1 0.8 -1.2
```
Forces are in eV/Å.

Output
DFT total energy   -496.70753 Eh
Frontier orbital gap   9.9 eV
SMILES   CNC(C)=O.c1ccncc1
Max |F|   4.9 eV/A
Total charge   0
HOMO energy   -9.22 eV
LUMO level   0.7 eV
ΔE to the lowest compared entry with this formula, charge and spin   223.3 kJ/mol

Which charges does natural (NBO) predict for the atoms? In e, they are: -0.427, -0.669, 0.681, -0.728, -0.586, 0.240, 0.178, 0.195, 0.389, 0.227, 0.247, 0.257, -0.196, -0.254, 0.028, -0.430, 0.039, -0.271, 0.204, 0.223, 0.205, 0.201, 0.247